# C44H112F6N7O20S2

9 unconnected molecules or ions with the total composition C44H112F6N7O20S2 in a non-equilibrium geometry (ωB97M-V with the def2-TZVPD basis set, the Open Molecules 2025 dataset).

Energy = -5025.447715 Ha
Largest force on an atom = 0.071 hartree/bohr
HOMO level = -14.610 eV
Frontier orbital gap = 8.13 eV
Total charge = +5

```
191
Properties=species:S:1:pos:R:3:forces:R:3:mulliken_charge:R:1
C 3.87592 2.39565 -10.72295 -0.0141 0.5598 -0.0097 -0.736
O 3.37413 2.11926 -9.40160 0.5971 0.9124 -0.0512 -0.428
C 3.87702 0.93282 -8.89565 -1.0550 -1.8357 1.5974 -0.508
C 3.52886 0.93347 -7.35501 0.5119 0.3609 -0.0495 -0.776
N 2.10728 1.43670 -7.20173 0.9119 -1.9232 -0.5824 -0.042
H 2.08895 2.06385 -8.01017 -0.6633 0.7127 0.1089 0.457
H 1.48754 0.62394 -7.44318 0.2411 0.9348 0.4602 0.400
C 1.71078 2.02844 -5.87512 0.2281 -0.3518 -0.3457 -0.765
C 1.21638 0.99909 -4.84227 0.3128 0.2496 -0.1746 -0.310
O 0.16491 0.28977 -5.45348 -0.9526 -0.6254 1.6030 -0.380
C -0.67261 -0.46430 -4.44598 1.7402 0.3932 0.5495 -0.687
H 3.52589 1.62025 -11.39415 0.2484 -0.2830 -0.2097 0.340
H 4.97936 2.49516 -10.70539 -0.5969 -0.2088 -0.0557 0.290
H 3.43542 3.33626 -11.06859 0.1175 -0.1638 0.3163 0.266
H 4.95277 0.73114 -9.02011 -0.3013 0.3920 -0.0833 0.442
H 3.29475 0.12140 -9.33150 0.3010 -0.4744 -0.3984 0.371
H 4.21067 1.68550 -6.96404 -0.2994 0.1913 0.5023 0.359
H 3.61264 0.02596 -6.72557 0.2394 0.2305 -0.9551 0.388
H 0.90191 2.65757 -6.20072 -0.5169 0.4753 0.5882 0.391
H 2.55088 2.63141 -5.51236 -0.2326 -0.1638 -0.0841 0.352
H 0.90834 1.59148 -3.97295 -0.3610 0.0659 -0.1110 0.398
H 2.00047 0.34263 -4.40615 -0.1056 0.1018 -0.6608 0.336
H -1.67601 -0.56615 -4.80261 -0.3118 -0.0910 -0.5980 0.280
H -0.73301 0.05498 -3.45520 0.2479 -0.0233 -0.9534 0.286
H -0.19585 -1.44684 -4.23759 -0.3632 0.5584 -0.3916 0.275
C -1.79942 7.02781 8.90086 -0.4833 0.3586 -0.2695 -0.700
O -1.39505 6.01002 7.92637 0.6065 0.5068 0.6966 -0.376
C -2.11175 4.83801 8.19183 -1.8421 0.1318 -0.5882 -0.584
C -1.79405 3.71887 7.21218 1.1446 0.9590 -1.0477 -0.587
N -0.28610 3.70537 7.08948 0.3085 -1.6276 0.9714 -0.165
H 0.05719 4.64966 7.16772 -0.0570 0.9476 -0.0153 0.468
H 0.15609 3.21494 7.88673 -0.2742 0.4050 -0.0944 0.423
C 0.32449 3.03848 5.91611 0.7449 0.0575 -0.5460 -0.628
C 1.79465 3.44069 5.90306 0.3832 0.9463 0.3736 -0.621
O 2.38557 3.29315 7.23057 -2.4067 -0.4391 -1.7233 -0.322
C 3.71138 2.91678 7.08177 1.1253 -0.4641 -0.8398 -0.701
H -1.73766 6.70440 9.96276 0.2162 -0.1747 -0.7648 0.312
H -2.85221 7.26387 8.67979 0.2378 -0.0261 0.1947 0.301
H -1.23246 7.96935 8.78255 0.0333 -0.8496 -0.2405 0.271
H -3.19473 5.08546 8.09983 0.4192 -0.4907 0.1757 0.444
H -1.93007 4.50600 9.18709 0.1519 -0.3482 1.0724 0.449
H -2.04559 4.00652 6.18537 -0.6814 -0.1810 0.2939 0.323
H -2.16963 2.71688 7.46690 0.1280 0.5459 0.0025 0.361
H -0.16939 3.29483 4.97213 0.0422 0.2360 0.3340 0.313
H 0.23438 1.98290 6.04046 -0.2335 -0.8015 0.1935 0.333
H 1.82155 4.52093 5.61351 0.3010 -0.6038 0.1397 0.304
H 2.40811 2.86320 5.18868 -0.7102 0.2011 0.1024 0.521
H 4.23660 3.80736 6.72216 0.6188 -0.2905 0.2451 0.300
H 3.89393 2.07444 6.33809 -0.4805 0.8559 0.7964 0.288
H 4.01651 2.57209 8.04799 0.6457 0.0738 0.4808 0.270
C 2.66899 -5.74619 -1.28646 -0.2995 -0.9312 0.2831 -0.912
O 3.20447 -6.67473 -2.32200 -0.7895 1.4398 1.6813 -0.334
C 4.56021 -6.52476 -2.74886 -0.7668 -0.9872 1.3384 -0.568
C 4.68430 -7.70811 -3.69923 0.5460 0.2778 1.9745 -0.693
N 4.35379 -8.94779 -2.87335 -0.9536 0.1303 -2.2786 -0.023
H 5.15244 -9.14951 -2.31977 1.0244 -0.7989 0.6557 0.346
H 3.56434 -8.78057 -2.24550 0.0008 0.4763 -0.1843 0.399
C 3.99364 -10.08784 -3.82970 -2.2915 0.8301 -0.0301 -0.717
C 5.17400 -10.66160 -4.48308 0.7662 -1.5324 -1.4732 -0.419
O 6.06997 -11.15248 -3.51616 -0.3652 0.9697 -0.2344 -0.340
C 7.14095 -11.89367 -4.08660 -0.0300 -0.0840 0.6759 -0.771
H 1.68210 -6.09978 -0.93758 0.6253 -0.5226 -0.4271 0.331
H 2.43490 -4.73005 -1.54392 0.4017 0.5033 -1.2539 0.354
H 3.29219 -5.64228 -0.39866 0.4649 -0.5224 -0.1255 0.333
H 5.29569 -6.59441 -1.88516 -0.7550 0.0281 -0.8482 0.326
H 4.67539 -5.58604 -3.22562 0.4178 0.9091 -0.6908 0.442
H 5.70076 -7.81039 -4.02668 0.4103 -0.1833 -0.4106 0.433
H 3.99445 -7.65853 -4.50952 -0.4484 0.1277 -0.4813 0.391
H 3.35083 -9.64700 -4.64643 0.6301 -0.1832 0.9555 0.322
H 3.29198 -10.75114 -3.30105 0.8265 -0.1716 0.0302 0.432
H 5.61620 -9.90288 -5.16420 0.2073 -0.2168 0.4273 0.330
H 4.83916 -11.48138 -5.21362 0.2457 0.8487 1.0634 0.411
H 7.75391 -11.34619 -4.77425 0.1381 0.7832 -0.5317 0.345
H 6.69635 -12.71614 -4.61928 0.2025 -0.7772 -0.0391 0.339
H 7.79272 -12.15693 -3.25619 -0.2118 -0.4777 -0.1044 0.245
C -10.05904 2.22709 -2.36930 0.3398 -0.9748 -1.1702 -0.672
O -9.03995 1.58098 -1.52643 -2.0258 0.1286 -0.7988 0.021
C -8.09159 2.39349 -0.92908 1.0387 0.9795 -0.7736 -1.036
C -7.11594 3.06404 -1.90733 -1.9487 0.9357 -0.7948 -0.515
N -6.24233 2.10102 -2.54823 -1.4723 -0.8837 -0.2373 0.355
H -5.41340 2.52955 -2.83239 1.8964 0.8294 -0.4974 0.478
H -6.08153 1.33157 -1.86215 0.4333 -0.4509 0.1455 0.035
C -6.80233 1.41708 -3.73153 -0.9391 -0.2345 0.0194 0.369
C -6.97400 2.30216 -4.93882 -1.3333 0.3593 0.2638 -0.998
O -5.88820 3.15394 -5.07312 0.6081 -0.1335 0.5712 -0.310
C -5.93673 4.16307 -6.04871 -0.7297 1.0812 -0.2822 -0.771
H -10.87253 1.50744 -2.59233 0.3415 0.1885 1.0350 0.250
H -9.68264 2.30386 -3.41335 0.2892 0.5676 0.5991 0.137
H -10.49914 3.19484 -2.05888 0.6163 -0.5604 0.3686 0.352
H -7.49410 1.77790 -0.28499 0.0059 -0.4414 0.5814 0.468
H -8.49285 3.22502 -0.37929 -0.6586 0.2821 0.5631 0.461
H -6.46831 3.73210 -1.38127 0.1382 0.6420 0.4935 0.492
H -7.71952 3.65184 -2.67535 1.0271 -0.6614 0.8145 0.253
H -7.83058 1.07235 -3.42323 1.3741 -0.3725 -0.4026 -0.587
H -6.06899 0.65797 -3.97178 -0.2516 -0.6139 0.1985 0.630
H -7.94650 2.84574 -4.82851 0.6858 0.0488 -0.3565 0.323
H -7.08457 1.59557 -5.75555 -0.0800 0.0532 -0.5569 0.474
H -5.46878 3.88895 -6.99681 -0.2705 -0.3040 0.0298 0.269
H -5.40279 5.02263 -5.66600 0.4401 0.0542 0.2019 0.274
H -6.95867 4.57457 -6.20054 0.3407 -0.6707 -0.1097 0.324
C 6.18372 -3.78973 6.03453 -0.9370 0.6206 1.1711 -0.752
O 5.18157 -4.77473 5.76235 0.1945 0.9952 -0.5053 -0.376
C 3.89117 -4.21773 5.43683 0.9785 0.6984 0.9564 -0.459
C 3.04005 -5.45166 5.30700 -1.2314 -1.3150 -1.1784 -0.657
N 3.44360 -6.36824 6.40405 -0.2396 -0.1323 0.4345 -0.079
H 4.43830 -6.53052 6.34491 0.4901 -0.0668 -0.3644 0.470
H 3.35631 -5.84639 7.27675 -0.3441 0.0572 0.5990 0.352
C 2.68805 -7.63006 6.62942 -0.4338 -0.7931 -1.2736 -0.486
C 2.47831 -7.86156 8.11269 1.8725 0.1278 1.0390 -0.480
O 2.44128 -6.56693 8.65943 -0.4578 0.3874 -1.5060 -0.403
C 2.61482 -6.29488 10.00845 2.5735 -0.6498 0.7472 -0.783
H 6.43245 -3.15772 5.20218 -0.1209 0.1098 -0.7536 0.287
H 7.07126 -4.29175 6.35442 0.4317 -0.4583 0.1775 0.289
H 5.84850 -3.10809 6.86234 0.1778 -0.6050 -0.5487 0.312
H 3.92333 -3.62024 4.51418 -0.0956 -0.2259 0.1801 0.434
H 3.60138 -3.51610 6.29777 -0.0319 -1.0158 -1.0847 0.312
H 3.16981 -6.05414 4.36940 0.3372 0.9193 0.5775 0.379
H 1.94193 -5.30170 5.34486 0.6798 0.2585 0.3485 0.375
H 3.26888 -8.49331 6.18610 -0.9953 1.0230 0.1835 0.310
H 1.66335 -7.49101 6.18712 1.2063 -0.2767 0.0139 0.294
H 3.30344 -8.45415 8.60235 -0.7256 0.4063 -0.5649 0.432
H 1.55308 -8.38562 8.19224 -0.7291 -0.4645 0.5077 0.319
H 2.63473 -7.20190 10.58934 -0.2616 -0.3295 0.3793 0.361
H 1.84434 -5.66230 10.28738 -1.4911 1.1339 0.8927 0.282
H 3.60470 -5.78662 10.20810 -0.9087 -0.4058 -0.3855 0.271
C 6.42518 11.48176 0.88990 -0.4292 0.9777 -0.1200 -0.813
O 7.61175 10.94229 0.40558 1.3667 -1.3075 -0.6315 -0.303
C 8.89209 11.32579 0.88638 -1.0788 1.5428 0.1767 -0.432
C 9.86290 10.74386 -0.09555 1.5801 -1.0133 -0.2909 -0.611
N 9.51072 9.27115 -0.35813 1.1269 0.9168 0.6164 -0.197
H 8.52148 9.18040 -0.57845 -0.4640 0.2005 0.0169 0.447
H 10.07589 8.99826 -1.16502 -0.3590 -0.1083 -0.0183 0.401
C 9.85307 8.33134 0.75388 -0.0518 -0.5471 0.1283 -0.544
C 9.11959 7.04459 0.40515 -1.1577 -0.1921 1.7004 -0.610
O 7.71774 7.30575 0.34670 -0.3140 -0.2451 -0.7079 -0.309
C 6.85223 6.14512 0.42000 -0.9555 0.3110 0.5785 -0.790
H 6.42345 11.60747 1.95055 0.0880 -0.0793 0.9289 0.363
H 5.64291 10.79398 0.60946 -0.2581 -0.1295 -0.0632 0.253
H 6.21360 12.46645 0.45560 0.0884 -0.1100 -0.0900 0.292
H 9.08143 11.01030 1.94010 -0.1994 0.1697 -0.6563 0.348
H 8.95945 12.44300 0.80865 0.2988 -0.7886 0.3807 0.409
H 10.95760 10.75245 0.26170 -1.7296 0.1130 -0.4908 0.338
H 9.80166 11.17709 -1.10325 -0.0338 0.3051 0.5317 0.369
H 9.54733 8.70818 1.75864 0.2057 0.0114 -1.0308 0.303
H 10.94991 8.18074 0.68887 -0.6437 0.0492 0.3797 0.392
H 9.25364 6.28724 1.17843 0.5628 -0.0493 -0.0108 0.470
H 9.46295 6.68806 -0.52779 0.4908 -0.6848 -1.2001 0.343
H 5.79920 6.44822 0.21642 0.9067 0.3845 0.1737 0.256
H 6.85384 5.78546 1.46436 0.1950 -0.1403 -0.4603 0.320
H 6.98574 5.30725 -0.28754 0.8690 0.5284 0.1646 0.306
C -13.48264 -0.35722 0.03069 0.5362 0.6723 0.4644 -0.846
O -12.08807 -0.61819 0.26670 -0.6846 -0.9650 -0.1248 -0.261
C -11.91698 -1.98138 0.67874 -0.6918 -0.0071 -0.4567 -0.572
C -10.45335 -2.18983 0.62855 0.7149 0.9548 -0.6668 -0.599
N -10.07144 -1.92875 -0.82017 -0.9143 -1.6831 0.0216 -0.033
H -10.65804 -2.62262 -1.37906 1.4074 0.8064 0.4740 0.410
H -10.44411 -1.04217 -1.15204 -0.0166 0.4294 0.3825 0.307
C -8.58363 -1.99738 -1.07842 -1.3206 -0.5840 -1.3000 -0.597
C -8.52082 -2.44278 -2.54948 1.6453 3.2404 0.0178 -0.941
O -9.34504 -1.56727 -3.34074 0.7585 -0.1744 -0.9513 -0.292
C -9.11267 -1.86820 -4.75706 -1.9137 -0.0310 -0.1059 -0.860
H -14.00213 -0.73149 0.88199 -0.7668 -0.0376 0.7507 0.373
H -13.86798 -0.87622 -0.82342 0.0118 -0.2932 -0.7765 0.354
H -13.64783 0.72185 -0.06244 0.2301 -0.3278 -0.0044 0.233
H -12.33775 -2.72444 -0.05304 -0.2645 0.7171 0.3645 0.320
H -12.37169 -2.22408 1.65705 0.2431 0.3772 -0.2890 0.485
H -10.16970 -3.21232 0.89715 0.2608 0.3998 -0.0019 0.401
H -9.93862 -1.37815 1.15005 0.0866 -0.5533 0.4829 0.327
H -8.18790 -2.71458 -0.39929 0.4003 -0.8837 0.1945 0.322
H -8.15112 -1.06543 -0.78453 0.1284 0.7353 -0.4167 0.159
H -8.91824 -3.37454 -2.60655 -1.2810 -3.1555 -0.1267 0.737
H -7.51816 -2.50946 -2.99482 -0.0463 0.2868 0.6217 0.692
H -8.25373 -1.36273 -5.21112 -0.0300 0.2394 0.4917 0.276
H -10.06767 -1.58796 -5.34182 1.5627 -0.4240 1.0284 0.245
H -8.93487 -2.94982 -4.85495 -0.2269 0.2660 -0.1302 0.399
C 1.85051 -1.63893 1.09776 -0.9142 0.1380 0.0662 0.484
F 1.55577 -2.74717 0.35066 0.3823 0.2549 0.7149 -0.237
F 2.61258 -1.99133 2.16242 -0.0231 -0.3341 -0.5970 -0.219
F 2.58710 -0.85728 0.32184 0.5609 0.2917 -0.4055 -0.244
S 0.31218 -0.77495 1.71084 0.1368 0.2408 -1.0785 1.180
O 0.77790 0.49041 2.16925 1.0723 1.8014 0.2430 -0.694
O -0.57403 -0.70107 0.57967 0.1252 -0.4041 -0.3140 -0.539
O -0.01708 -1.63467 2.78169 -1.0674 -1.9510 1.5172 -0.720
C -3.84664 -0.89837 -0.05061 -1.2577 0.5504 -1.9761 0.483
F -3.12684 0.15777 -0.51850 -0.1648 -0.6645 0.9585 -0.216
F -3.09414 -1.96214 0.12794 -0.1350 0.3087 -0.3448 -0.156
F -4.45701 -0.60464 1.08700 0.2474 0.3848 0.4373 -0.246
S -5.23709 -1.11846 -1.40699 1.4205 -0.4459 0.7664 1.036
O -4.53864 -0.84590 -2.65374 -0.5102 0.0956 0.2649 -0.722
O -5.68047 -2.47889 -1.18805 -0.3324 0.4626 -0.1392 -0.653
O -6.27206 -0.08425 -1.09412 0.8643 -0.5554 0.0620 -0.652
```
Positions in Å, forces in eV/Å.